Molecular formula: C6H9P
Method: DFT, the ωB97M-V functional and the def2-TZVPD basis

Results
**ΔE to the lowest compared entry with this formula, charge and spin**: 110.5 kcal per mole
**HOMO energy (spin up / spin down)**: -8.456 / -7.508 eV
**E_tot**: -575.161959 hartree
**Kohn-Sham gap (spin up / spin down)**: 7.62 / 7.50 eV

Each line ends with the natural charge from an NBO analysis.
Element x y z (Å)
1 C -2.101 0.975 -0.057  -0.18
2 C -2.852 -0.250 -0.156  -0.39
3 C -0.826 1.166 0.426  -0.53
4 C -2.477 -1.501 -0.176  -0.04
5 C 2.906 -0.778 -0.158  -0.62
6 C 1.882 0.438 0.166  -0.71
7 P 0.268 -0.175 0.933  0.59
8 H -2.663 1.820 -0.268  0.20
9 H -3.919 -0.151 -0.316  0.23
10 H -0.445 2.114 0.515  0.21
11 H -2.979 -2.468 -0.278  0.18
12 H 2.150 -1.580 -0.276  0.22
13 H 3.570 -0.637 -1.043  0.21
14 H 3.666 -0.857 0.666  0.21
15 H 1.519 0.595 -0.741  0.21
16 H 2.303 1.289 0.763  0.23


Molecular formula: C6H9P
Method: DFT, the ωB97M-V functional and the def2-TZVPD basis

Results
**ΔE to the lowest compared entry with this formula, charge and spin**: 30.5 kcal per mole
**HOMO energy**: -8.422 eV
**E_tot**: -575.289510 hartree
**SMILES string**: CC1=CC=C[C@H]1P
**Kohn-Sham gap**: 9.24 eV

Each line ends with the natural charge from an NBO analysis.
Element x y z (Å)
1 C 1.322 1.737 0.188  -0.24
2 C 0.018 1.822 0.499  -0.19
3 C 1.592 0.373 -0.160  -0.26
4 C -0.662 0.471 0.400  -0.53
5 C 0.519 -0.384 -0.085  0.02
6 C 0.402 -1.867 -0.276  -0.63
7 P -2.326 0.358 -0.613  0.30
8 H 1.930 2.763 0.194  0.24
9 H -0.529 2.746 0.844  0.22
10 H 2.543 -0.197 -0.257  0.22
11 H -1.099 0.137 1.381  0.27
12 H -0.237 -2.130 -1.148  0.22
13 H 0.117 -2.355 0.600  0.22
14 H 1.427 -2.323 -0.601  0.21
15 H -3.035 -0.394 0.419  -0.02
16 H -1.982 -0.757 -1.386  -0.03


Molecular formula: C6HF5NP
Method: DFT, the ωB97M-V functional and the def2-TZVPD basis

Results
**ΔE to the lowest compared entry with this formula, charge and spin**: 0.0 kcal per mole
**HOMO energy**: -9.097 eV
**E_tot**: -1124.590201 hartree
**SMILES string**: Fc1cc(F)c(F)c(F)c1F.N#P
**Kohn-Sham gap**: 8.69 eV

Each line ends with the natural charge from an NBO analysis.
Element x y z (Å)
1 C -0.333 -1.031 -0.686  0.31
2 C 0.474 -1.146 0.434  0.28
3 C -0.467 0.126 -1.465  0.26
4 C 1.238 -0.033 0.839  0.36
5 C 0.286 1.237 -1.033  0.36
6 C 1.161 1.148 0.106  -0.35
7 N -1.961 -0.133 1.432  -0.93
8 F -0.918 -2.154 -1.019  -0.28
9 F 0.472 -2.340 1.008  -0.28
10 F -1.170 0.192 -2.588  -0.28
11 F 2.162 -0.201 1.832  -0.31
12 F 0.276 2.309 -1.781  -0.29
13 P -2.954 0.139 2.467  0.93
14 H 1.734 1.886 0.454  0.23


Molecular formula: C70H107N13O6
Method: DFT, the ωB97M-V functional and the def2-TZVPD basis

Results
**HOMO energy**: -7.726 eV
**E_tot**: -3894.470911 hartree
**Kohn-Sham gap**: 8.17 eV

Each line ends with the Löwdin charge.
Element x y z (Å)
1 C 1.677 -4.500 2.700  -0.15
2 C 2.527 -5.768 2.405  -0.14
3 C 4.006 -5.347 2.673  -0.22
4 O 3.972 -4.083 3.252  -0.13
5 C 2.758 -3.471 2.759  -0.20
6 H 1.238 -4.632 3.694  0.10
7 H 0.925 -4.416 1.886  0.11
8 H 2.403 -6.093 1.402  0.06
9 H 2.210 -6.589 3.137  0.13
10 H 4.568 -5.228 1.737  0.07
11 H 4.530 -6.048 3.321  0.12
12 H 2.958 -3.132 1.766  0.09
13 H 2.502 -2.650 3.430  0.11
14 C 2.708 3.783 3.515  -0.16
15 C 2.686 2.731 4.675  -0.14
16 C 2.028 1.485 4.084  -0.22
17 O 1.308 1.913 2.950  -0.18
18 C 1.484 3.368 2.775  -0.18
19 H 3.688 3.570 3.017  0.11
20 H 2.806 4.782 3.866  0.09
21 H 2.093 3.145 5.529  0.12
22 H 3.700 2.625 5.051  0.11
23 H 1.387 0.895 4.753  0.11
24 H 2.792 0.784 3.780  0.09
25 H 0.633 3.931 3.281  0.12
26 H 1.549 3.495 1.702  0.10
27 C 1.722 0.349 -4.670  -0.17
28 C 2.758 1.078 -5.554  -0.13
29 C 2.440 2.529 -5.287  -0.26
30 O 2.115 2.594 -3.966  -0.14
31 C 1.476 1.318 -3.593  -0.15
32 H 2.095 -0.557 -4.325  0.07
33 H 0.804 0.105 -5.218  0.11
34 H 2.792 0.759 -6.595  0.11
35 H 3.658 0.735 -5.108  0.10
36 H 1.607 2.977 -5.858  0.13
37 H 3.243 3.208 -5.480  0.11
38 H 0.392 1.498 -3.549  0.10
39 H 1.853 1.081 -2.628  0.09
40 C 3.077 6.601 -1.571  -0.14
41 C 3.760 5.192 -1.630  -0.12
42 C 3.617 4.683 -0.166  -0.18
43 O 2.977 5.711 0.604  -0.21
44 C 3.112 6.978 -0.067  -0.15
45 H 2.082 6.414 -2.009  0.11
46 H 3.580 7.294 -2.163  0.08
47 H 4.843 5.376 -1.879  0.12
48 H 3.117 4.545 -2.271  0.10
49 H 4.591 4.423 0.327  0.13
50 H 2.978 3.814 -0.132  0.09
51 H 4.031 7.495 0.109  0.11
52 H 2.296 7.586 0.249  0.11
53 C 4.442 -4.251 -6.065  -0.12
54 C 3.572 -3.620 -7.254  -0.11
55 C 2.485 -2.849 -6.535  -0.21
56 O 2.949 -2.599 -5.220  -0.16
57 C 3.697 -3.750 -4.822  -0.20
58 H 5.524 -3.979 -6.186  0.12
59 H 4.349 -5.301 -6.042  0.08
60 H 3.130 -4.353 -7.872  0.09
61 H 4.223 -2.960 -7.739  0.09
62 H 1.573 -3.377 -6.439  0.10
63 H 2.120 -1.879 -6.905  0.12
64 H 2.991 -4.563 -4.476  0.13
65 H 4.356 -3.541 -4.028  0.09
66 C 4.306 0.911 0.759  -0.15
67 C 3.513 0.876 -0.537  -0.15
68 C 3.407 -0.623 -0.830  -0.21
69 O 3.675 -1.328 0.360  -0.21
70 C 3.990 -0.410 1.455  -0.15
71 H 4.166 1.819 1.388  0.10
72 H 5.403 0.866 0.607  0.12
73 H 3.912 1.460 -1.353  0.11
74 H 2.528 1.248 -0.339  0.08
75 H 4.072 -0.906 -1.655  0.12
76 H 2.434 -0.941 -1.248  0.11
77 H 4.877 -0.891 1.909  0.13
78 H 3.130 -0.363 2.178  0.10
79 C 4.879 -6.225 -0.650  -0.07
80 C 3.636 -5.518 -0.778  -0.31
81 N 2.756 -4.838 -1.001  0.18
82 H 5.666 -5.580 -0.227  0.05
83 H 5.154 -6.554 -1.676  0.10
84 H 4.821 -7.119 0.074  0.12
85 C 0.040 -2.350 5.245  -0.06
86 C -0.889 -1.207 5.476  -0.25
87 N -1.491 -0.265 5.390  0.16
88 H -0.262 -3.274 5.655  0.05
89 H 1.058 -2.241 5.616  0.08
90 H 0.123 -2.591 4.139  0.08
91 C -1.766 2.961 4.051  -0.05
92 C -3.056 2.367 3.791  -0.25
93 N -4.037 1.787 3.573  0.15
94 H -1.056 2.537 3.356  0.06
95 H -1.521 2.660 5.059  0.08
96 H -1.821 4.071 3.961  0.09
97 N -8.390 -0.134 2.677  0.01
98 C -8.061 1.114 2.160  -0.13
99 C -8.611 2.031 3.021  -0.14
100 C -9.359 1.369 3.985  -0.11
101 C -9.126 -0.006 3.796  -0.14
102 H -8.012 -0.964 2.285  0.12
103 H -7.562 1.260 1.198  0.10
104 H -8.581 3.097 2.907  0.09
105 H -9.851 1.738 4.883  0.09
106 H -9.340 -0.850 4.468  0.11
107 N -1.449 -5.125 -1.921  0.02
108 C -0.598 -5.726 -1.007  -0.14
109 C -1.309 -6.004 0.156  -0.12
110 C -2.609 -5.479 0.005  -0.09
111 C -2.636 -4.881 -1.298  -0.16
112 H -1.181 -4.523 -2.670  0.13
113 H 0.386 -6.060 -1.256  0.08
114 H -0.876 -6.604 0.939  0.09
115 H -3.481 -5.358 0.663  0.09
116 H -3.356 -4.249 -1.857  0.11
117 N -1.725 -1.981 1.043  0.03
118 C -0.648 -2.567 0.397  -0.14
119 C 0.476 -1.835 0.600  -0.07
120 C 0.086 -0.736 1.474  -0.07
121 C -1.275 -0.897 1.740  -0.18
122 H -2.675 -2.434 1.145  0.15
123 H -0.863 -3.421 -0.167  0.05
124 H 1.487 -2.016 0.261  0.07
125 H 0.668 0.084 1.950  0.08
126 H -1.966 -0.302 2.384  0.09
127 N -5.519 2.786 1.170  -0.01
128 C -5.593 2.570 -0.174  -0.16
129 C -5.755 3.812 -0.767  -0.12
130 C -5.751 4.824 0.250  -0.07
131 C -5.553 4.120 1.480  -0.11
132 H -5.465 2.080 1.872  0.07
133 H -5.481 1.592 -0.602  0.09
134 H -5.785 4.037 -1.804  0.08
135 H -5.742 5.861 0.151  0.07
136 H -5.547 4.535 2.504  0.12
137 N 6.149 -3.194 0.229  0.02
138 C 6.898 -3.915 1.112  -0.15
139 C 8.063 -4.312 0.451  -0.13
140 C 8.026 -3.812 -0.830  -0.14
141 C 6.850 -3.099 -0.955  -0.15
142 H 5.332 -2.562 0.401  0.13
143 H 6.661 -4.160 2.088  0.08
144 H 8.830 -4.976 0.919  0.11
145 H 8.729 -3.913 -1.668  0.10
146 H 6.337 -2.606 -1.868  0.13
147 N -4.754 -1.077 1.926  0.01
148 C -4.778 -2.229 2.701  -0.15
149 C -5.445 -3.214 1.974  -0.11
150 C -5.831 -2.653 0.667  -0.08
151 C -5.277 -1.377 0.687  -0.16
152 H -4.290 -0.209 2.272  0.10
153 H -4.424 -2.223 3.723  0.11
154 H -5.520 -4.218 2.354  0.08
155 H -6.310 -3.218 -0.121  0.09
156 H -5.285 -0.686 -0.154  0.09
157 N -2.132 -0.312 -1.900  0.08
158 C -2.149 -1.551 -2.488  -0.15
159 C -2.011 -1.417 -3.842  -0.10
160 C -1.868 -0.001 -4.074  -0.13
161 C -1.781 0.612 -2.847  -0.14
162 H -2.108 -0.275 -0.922  0.09
163 H -2.307 -2.438 -1.898  0.07
164 H -1.969 -2.226 -4.583  0.10
165 H -1.688 0.413 -5.063  0.10
166 H -1.704 1.619 -2.670  0.07
167 N -5.123 0.071 -3.548  0.03
168 C -5.985 1.033 -3.223  -0.17
169 C -7.191 0.469 -2.789  -0.09
170 C -6.943 -0.919 -2.792  -0.13
171 C -5.678 -1.126 -3.285  -0.16
172 H -4.107 0.171 -3.761  0.12
173 H -5.758 2.083 -3.146  0.09
174 H -8.069 1.025 -2.498  0.09
175 H -7.585 -1.709 -2.483  0.08
176 H -5.119 -2.045 -3.463  0.11
177 N -2.648 3.307 -0.244  0.05
178 C -1.803 2.289 0.211  -0.11
179 C -0.602 2.499 -0.426  -0.13
180 C -0.686 3.695 -1.261  -0.09
181 C -2.021 4.097 -1.137  -0.14
182 H -3.589 3.425 -0.017  0.05
183 H -1.979 1.534 0.961  0.08
184 H 0.258 1.866 -0.238  0.08
185 H 0.136 4.137 -1.796  0.08
186 H -2.453 5.001 -1.500  0.11
187 N 0.974 6.360 2.238  0.02
188 C -0.251 6.222 1.762  -0.17
189 C -1.163 6.660 2.672  -0.13
190 C -0.457 7.016 3.815  -0.11
191 C 0.888 6.821 3.507  -0.14
192 H 1.790 5.934 1.780  0.09
193 H -0.394 5.625 0.883  0.10
194 H -2.273 6.577 2.522  0.11
195 H -0.731 7.594 4.668  0.08
196 H 1.733 7.106 4.056  0.09


Which formula does entry 4 have? C70H107N13O6


Number 2 is which compound? C6H9P